# C4H7NO2

One molecule with the formula C4H7NO2 (wB97M-V/def2-TZVPD, the OMol25 dataset).

Positions of all 14 atoms, in Å:
C 1.728 -0.020 -0.099
N 1.137 -0.764 -0.916
H -2.296 -0.513 -0.630
C -0.285 -1.103 -0.945
H -0.518 -1.432 -1.965
H -0.813 -0.404 1.424
H 2.815 0.053 -0.093
O 1.243 0.746 0.962
H -0.155 1.809 -0.123
C 0.000 1.334 0.849
H -0.137 1.993 1.704
O -1.072 0.357 0.863
H -0.337 -2.024 -0.321
C -1.310 -0.033 -0.711

Output
gap between HOMO and LUMO	8.077	eV
highest occupied orbital energy	-7.56	eV
energy above the lowest of the compared OMol25 structures with the same formula, charge and spin	535.2	kJ/mol
E	-9841.73230	eV


# C4H10N3OS

An isolated ion of composition C4H10N3OS and charge +1 in a non-equilibrium geometry (wB97M-V/def2-TZVPD, the OMol25 dataset).

Positions of all 19 atoms, in Å:
O -0.527 2.974 0.267
N -0.108 -3.119 1.193
C -0.514 -0.856 0.824
H -0.193 0.981 -0.454
H 2.160 -0.945 -0.853
H 0.958 -2.354 -1.395
H 0.790 3.045 -1.279
H 0.002 4.629 -0.804
H 0.771 -0.682 -2.062
S -1.138 0.729 1.532
C -0.465 1.651 0.317
H -1.468 -1.804 2.341
H -0.781 3.452 -1.839
N -0.693 -1.920 1.601
C -0.144 3.550 -0.924
N 0.287 -0.679 -0.086
H 0.553 -3.441 1.806
H -0.623 -3.954 0.961
C 1.135 -1.257 -1.146

Output
gap between HOMO and LUMO	8.097	eV
highest occupied orbital energy	-13.20	eV
energy above the lowest of the compared OMol25 structures with the same formula, charge and spin	397.6	kJ/mol
charge	+1
E	-21652.32299	eV


# C3H10NO2S

A 2-piece molecular cluster, C3H10NO2S overall in a non-equilibrium geometry (wB97M-V/def2-TZVPD, the OMol25 dataset).

Positions of all 17 atoms, in Å:
H -0.962 0.850 0.928
C 1.728 0.676 0.805
H -0.659 -0.886 1.200
H 1.019 -0.286 -0.932
H -0.612 1.263 -1.571
O -2.625 -3.413 -0.144
C 0.607 0.337 -0.274
C -0.751 -0.113 0.326
H -0.278 2.314 -0.442
N 0.248 1.652 -0.979
H 1.507 1.755 1.354
H 1.891 -0.058 1.627
H 2.739 1.301 -1.480
H -3.520 -2.998 0.209
H -1.876 -2.835 0.165
O -1.647 -0.406 -0.560
S 3.192 0.848 -0.234

Output
gap between HOMO and LUMO	6.315	eV
highest occupied orbital energy	-3.02	eV
energy above the lowest of the compared OMol25 structures with the same formula, charge and spin	200.4	kJ/mol
charge	-1
E	-19691.99984	eV


# C34H65As2CrGeN2O3Si3

C34H65As2CrGeN2O3Si3 as an isolated structure in a non-equilibrium geometry (wB97M-V/def2-TZVPD, the OMol25 dataset).

Positions of all 111 atoms, in Å:
H 2.911 -14.910 2.337
H 8.509 -16.115 -1.829
C 8.280 -24.066 3.481
H 5.583 -13.961 -0.395
C 8.228 -25.894 0.488
H 8.341 -15.465 3.941
H 2.544 -20.714 3.298
C 7.423 -15.782 4.418
H 1.952 -14.910 0.878
H 10.540 -19.828 5.069
H 6.931 -19.169 -3.565
H 3.429 -16.285 3.774
H 3.724 -21.526 -2.848
H 6.904 -12.950 0.350
C 9.047 -15.154 1.394
H 9.777 -14.557 0.846
H 3.162 -16.723 -1.798
H 8.574 -25.733 -0.542
H 5.561 -19.908 -4.442
O 5.904 -19.997 -0.500
H 4.813 -22.992 -2.963
C 1.942 -20.967 5.364
N 6.380 -21.678 3.771
H 3.209 -28.083 3.155
C 11.941 -19.148 3.514
H 2.848 -18.093 2.090
C 5.105 -24.231 2.789
Ge 6.425 -23.643 4.247
C 9.828 -19.755 1.656
C 5.419 -13.660 3.357
Cr 6.971 -20.060 1.271
H 7.081 -17.123 -1.527
C 3.593 -21.973 6.814
C 8.672 -25.464 3.011
H 7.923 -22.007 -3.366
H 4.188 -22.485 -1.368
Si 5.828 -15.501 3.489
H 3.433 -13.936 0.960
H 4.526 -23.324 2.540
H 2.298 -27.183 1.788
C 9.749 -20.097 3.104
H 10.145 -26.035 1.479
C 5.200 -21.047 3.529
H 7.436 -16.857 4.643
C 7.974 -16.695 -1.061
H 7.356 -15.257 5.401
C 4.544 -21.866 5.831
H 8.370 -23.389 2.565
H 11.374 -19.492 0.182
H 8.803 -21.349 4.546
C 2.315 -21.375 6.635
C 2.834 -21.059 4.283
H 3.161 -25.108 3.098
C 12.179 -19.199 2.157
C 7.651 -21.966 -2.305
H 8.615 -17.487 -0.677
H 3.910 -15.116 -1.582
O 5.001 -20.290 2.532
H 7.410 -22.993 -1.930
C 4.485 -22.140 -2.336
C 5.912 -19.571 -3.450
H 8.452 -21.489 -1.750
H 3.491 -28.506 1.398
C 3.001 -14.890 1.248
C 4.179 -21.408 4.544
As 6.002 -20.941 -2.049
C 4.221 -25.468 3.085
H 9.491 -16.103 1.703
H 7.834 -26.180 3.082
H 4.325 -16.296 5.334
C 3.294 -27.664 2.116
H 7.282 -25.367 0.542
C 8.626 -20.798 3.646
O 8.817 -19.530 0.859
C 4.016 -16.174 -1.332
H 4.916 -16.535 -1.812
C 2.981 -17.860 1.010
C 9.226 -25.424 1.551
C 11.188 -19.579 1.239
H 5.587 -22.074 6.055
Si 7.562 -15.418 0.278
H 4.414 -25.896 4.077
H 4.684 -13.387 2.595
H 0.953 -20.566 5.139
H 6.793 -21.484 0.902
H 7.982 -26.982 0.618
H 5.266 -18.797 -3.060
H 8.805 -14.511 2.303
N 7.448 -20.776 3.105
H 9.433 -25.882 3.669
H 7.115 -13.689 -1.292
H 5.365 -27.125 2.188
C 4.396 -26.612 2.060
H 13.111 -18.801 1.763
H 8.971 -23.699 4.243
H 1.948 -17.657 0.618
H 4.978 -13.384 4.365
As 6.057 -16.815 1.507
H 1.692 -21.203 7.514
C 6.694 -13.839 -0.265
H 4.327 -26.076 1.068
C 10.761 -19.720 3.975
H 5.789 -24.461 1.969
H 12.609 -18.760 4.245
H 3.805 -22.503 7.717
H 4.604 -17.602 4.112
H 3.406 -18.730 0.500
C 4.402 -16.528 4.247
H 9.601 -24.375 1.297
Si 3.950 -16.325 0.532
H 6.321 -13.106 3.146

Output
gap between HOMO and LUMO (spin up / spin down)	7.532 / 5.935	eV
highest occupied orbital energy (spin up / spin down)	-9.82 / -9.96	eV
energy above the lowest of the compared OMol25 structures with the same formula, charge and spin	174.6	kJ/mol
expectation value of S²	6.061
charge	+1
E	-275677.29571	eV
2S+1	5


# C27H27BrN8O3S3Zr

C27H27BrN8O3S3Zr as an isolated structure (wB97M-V/def2-TZVPD, the OMol25 dataset).

Positions of all 70 atoms, in Å:
C 0.048 3.076 0.522
H -0.957 0.613 5.142
N -1.457 -0.638 -4.177
H 3.215 1.014 -4.429
C -1.939 -0.994 2.308
N -3.278 -0.315 7.515
C 0.766 2.052 -4.562
H 5.122 -4.485 4.244
H -3.650 -2.264 2.210
H 1.938 -1.932 2.886
Zr 0.398 0.009 -0.596
H 0.374 2.964 -4.105
C -2.365 -0.151 -3.279
C 3.268 -0.104 -2.579
C -3.439 -1.482 4.186
H -0.218 3.047 1.584
N -3.232 0.683 -1.417
H -5.496 1.411 -0.604
H -1.693 1.827 0.259
C -3.058 -1.628 2.857
H -5.198 3.351 -2.164
H 3.325 3.269 1.152
H 5.125 -2.909 0.247
H -6.373 0.536 -1.855
N 2.408 3.634 0.947
C 4.662 -3.884 3.469
C -4.606 -2.159 4.675
H -1.852 -1.316 -4.812
H 2.066 4.365 1.545
H -6.918 2.975 -1.969
H 6.198 -4.291 2.022
H 5.347 -0.291 -2.086
C 4.662 -0.588 -2.880
H 2.989 -3.308 4.685
Br 0.238 -2.452 -2.106
N -5.550 -2.704 5.053
C 3.475 -2.349 1.472
H -0.068 4.116 0.183
C 2.632 0.731 -3.563
S -1.609 -1.304 0.630
C 3.465 -3.225 3.715
N -2.129 0.163 -2.043
H -0.076 1.533 -5.024
C 5.266 -3.773 2.220
O 1.615 -1.114 0.703
H -0.642 -1.033 -3.696
C -0.751 2.035 -0.246
H -6.059 2.480 -3.434
C 1.347 1.174 -3.480
C 2.807 -1.511 0.434
C 4.676 -3.008 1.226
N 3.471 -1.225 -0.639
H -0.975 2.405 -1.251
C -3.012 -0.468 6.404
H 4.674 -1.679 -2.907
S -4.009 0.167 -3.777
C -1.551 -0.022 4.496
C 1.500 2.726 0.497
S 0.248 0.666 2.581
C -5.967 2.601 -2.353
N 2.682 -0.434 -1.477
C -4.277 0.745 -2.151
C -5.591 1.279 -1.681
O 1.900 1.644 0.065
C 2.869 -2.461 2.719
O 0.524 0.904 -2.526
C -1.151 -0.151 3.156
C -2.665 -0.660 5.023
H 5.004 -0.192 -3.837
H 1.506 2.309 -5.321

Output
gap between HOMO and LUMO	4.995	eV
highest occupied orbital energy	-1.24	eV
energy above the lowest of the compared OMol25 structures with the same formula, charge and spin	116.5	kJ/mol
charge	-2
E	-150336.65772	eV


# C7H19N3O4P

A 2-piece molecular cluster, C7H19N3O4P overall in a non-equilibrium geometry (wB97M-V/def2-TZVPD, the OMol25 dataset).

Positions of all 34 atoms, in Å:
H 1.673 -3.382 -1.315
H -2.975 3.626 1.072
C 3.700 -0.338 -2.432
O 0.537 -1.313 -1.946
H -3.587 1.365 0.717
C -1.900 1.891 2.845
C -2.443 -0.466 0.929
P 3.715 -2.973 -2.893
H -2.301 1.164 -0.504
N 3.503 0.603 -1.561
H -2.710 -0.638 1.975
C -2.559 1.022 0.552
H -0.020 1.555 0.002
O 1.011 -2.028 -2.960
H -1.285 2.641 3.350
H -0.009 -1.912 -1.336
N -1.635 1.978 1.352
H -3.132 -1.046 0.305
H -1.125 -1.908 0.927
O -1.129 -0.957 0.700
N 4.576 -3.336 -1.333
H -1.628 0.893 3.199
H 0.433 2.522 1.445
H -2.963 2.085 3.020
O 4.140 -1.361 -3.394
C -1.920 3.404 0.883
H 1.468 -4.111 -3.045
H 0.134 0.783 1.631
C 1.846 -3.138 -2.469
H 5.605 -3.146 -1.430
H -1.699 3.467 -0.187
H 4.125 -2.713 -0.626
H -1.283 4.092 1.446
C -0.163 1.677 1.080

Output
gap between HOMO and LUMO	8.586	eV
highest occupied orbital energy	-11.32	eV
energy above the lowest of the compared OMol25 structures with the same formula, charge and spin	390.4	kJ/mol
charge	+1
E	-29503.15612	eV


# C2H2InO6

C2H2InO6 as an isolated structure in a non-equilibrium geometry (wB97M-V/def2-TZVPD, the OMol25 dataset).

Positions of all 11 atoms, in Å:
C 2.177 -0.110 3.786
C -1.526 -0.193 -4.203
O -1.935 -0.679 -5.389
H -1.030 -0.510 -5.659
In -3.652 2.882 2.170
O -0.318 -0.147 -4.051
H 2.252 -0.721 5.294
O 2.182 -0.222 2.531
O 2.740 -1.080 4.549
O -2.386 0.003 -3.300
O 1.496 0.776 4.272

Output
gap between HOMO and LUMO	1.822	eV
highest occupied orbital energy	-11.59	eV
energy above the lowest of the compared OMol25 structures with the same formula, charge and spin	242.5	kJ/mol
charge	+1
E	-19549.49224	eV


# C7H13NO5Rb

C7H13NO5Rb as an isolated structure in a non-equilibrium geometry (wB97M-V/def2-TZVPD, the OMol25 dataset).

Positions of all 27 atoms, in Å:
H -18.001 6.450 -5.960
C -24.650 8.493 -2.933
Rb -20.721 10.598 -7.086
H -23.530 6.355 -3.909
C -19.081 6.308 -5.913
H -19.290 5.566 -6.683
O -18.711 12.534 -5.546
H -21.940 6.819 -3.633
O -20.763 7.612 -6.889
H -22.103 9.870 -2.983
H -18.790 15.157 -5.488
C -19.762 13.123 -5.475
H -25.044 7.482 -2.745
O -19.389 8.533 -5.299
C -22.768 9.761 -3.840
C -19.750 14.642 -5.527
H -20.066 14.732 -6.566
C -22.869 7.211 -4.045
C -19.803 7.579 -6.033
O -25.375 9.516 -2.810
H -20.583 15.113 -5.005
H -22.188 9.646 -4.755
O -20.897 12.602 -5.090
H -22.720 7.196 -5.125
N -23.428 8.499 -3.550
H -19.337 5.797 -4.985
H -23.388 10.637 -4.029

Output
gap between HOMO and LUMO	7.211	eV
highest occupied orbital energy	-5.16	eV
charge	-1
E	-19855.50299	eV


# C40H33N3O5S2

A 3-piece molecular cluster, C40H33N3O5S2 overall in a non-equilibrium geometry (wB97M-V/def2-TZVPD, the OMol25 dataset).

Positions of all 83 atoms, in Å:
C -2.147 0.773 8.534
H 0.987 -0.327 -0.075
H -0.191 -3.743 -5.578
C 0.422 2.265 0.748
C -2.240 -4.746 -8.092
O -4.351 -1.159 -8.534
C -1.230 -4.798 -7.134
H 4.357 -1.723 1.386
H -1.280 -2.649 -0.099
S 1.039 -3.350 0.271
H 5.005 0.602 -2.556
C -0.258 -2.217 -0.429
C 1.257 1.546 6.019
H -2.743 2.873 -4.305
C -2.319 -0.166 -5.737
O 0.173 2.058 9.411
H -3.768 -3.547 -9.007
C -1.091 0.614 6.367
C -1.744 2.964 -0.509
H -4.438 3.051 -6.113
S 3.769 -4.134 -0.732
H -0.151 -0.689 1.318
C 3.674 -0.940 0.889
C -0.976 -3.695 -6.327
H -0.240 -2.253 -1.570
H -1.394 0.844 -4.073
C 0.137 1.712 8.244
H 4.298 2.680 5.018
C -1.488 -1.376 -5.586
C -1.049 1.775 0.334
H -0.642 -5.703 -7.013
C 2.720 -2.872 -0.320
C 1.277 1.988 7.341
C 4.363 0.519 0.777
C 3.463 2.948 6.984
H -2.445 -5.612 -8.713
H 3.538 1.325 0.902
H -4.787 1.158 -7.668
C -3.518 -1.231 -7.647
H 2.399 3.053 8.845
C -3.283 0.154 8.025
H 4.318 3.502 7.357
C -2.894 2.049 -4.996
C -4.041 1.081 -6.883
C 2.381 2.695 7.821
N 3.212 -1.489 -0.422
C -1.734 -2.532 -6.477
C -2.236 0.000 5.858
C 0.076 0.832 5.485
H -4.136 -0.029 8.671
H -2.278 -0.302 4.816
C -3.332 -0.224 6.685
C 4.435 0.314 -1.613
C -0.058 -0.739 0.165
O 5.143 0.723 -0.419
H 3.396 0.808 -1.570
C -1.104 0.355 -0.421
H 5.079 0.682 1.669
H 2.345 1.438 4.159
C -2.986 -3.583 -8.256
C 3.451 2.489 5.669
O -0.617 -1.417 -4.732
C 2.350 1.789 5.186
H 3.817 -1.708 -2.519
H 1.053 1.475 1.287
O 0.063 0.433 4.331
H -2.118 1.070 9.578
H 5.243 -1.741 -1.261
H 2.716 -0.779 1.521
H -1.008 0.434 -1.569
C -2.133 0.902 -4.866
H 0.279 3.117 1.519
N 1.958 3.410 -1.284
H -2.159 -0.086 -0.233
H -1.641 1.642 1.317
C 4.206 -1.297 -1.512
H -4.224 -0.695 6.285
N -2.247 3.955 -0.974
C -2.731 -2.471 -7.453
C 1.215 2.936 -0.475
C -3.846 2.148 -6.008
C -3.283 -0.084 -6.740
C -1.053 1.014 7.703

Output
gap between HOMO and LUMO	7.196	eV
highest occupied orbital energy	-8.61	eV
E	-78390.21795	eV


# C5H10NO7S2

C5H10NO7S2 as an isolated structure in a non-equilibrium geometry (wB97M-V/def2-TZVPD, the OMol25 dataset).

Positions of all 25 atoms, in Å:
O 1.058 -3.287 -2.048
O -2.505 -2.121 -4.138
H 0.353 -1.143 1.620
H -1.485 1.343 -0.313
S 1.140 -1.015 -3.219
H -1.179 -1.408 0.809
H -0.912 0.109 1.729
H -0.519 1.041 -1.780
H 1.609 1.164 -0.800
O -0.364 -3.348 -0.205
N 0.089 -0.075 -0.143
C 1.007 -1.884 -1.655
H 1.929 0.338 0.731
H 1.767 -1.650 -0.923
O -0.516 -0.870 -3.573
C -0.955 0.573 -0.902
S -1.176 -2.315 -3.661
C 1.168 0.848 0.142
C -0.053 -2.924 -1.310
O -1.254 -2.752 -2.203
O 1.588 0.343 -2.920
H -1.675 -0.175 -1.229
H 0.835 1.736 0.705
C -0.446 -0.650 1.070
O -0.313 -3.109 -4.472

Output
gap between HOMO and LUMO	7.995	eV
highest occupied orbital energy	-4.76	eV
energy above the lowest of the compared OMol25 structures with the same formula, charge and spin	50.2	kJ/mol
charge	-1
E	-42838.78786	eV


# C6H4N2

One molecule with the formula C6H4N2 in a non-equilibrium geometry (wB97M-V/def2-TZVPD, the OMol25 dataset).

Positions of all 12 atoms, in Å:
C 1.101 1.058 -0.318
H 1.837 1.983 0.164
N 0.532 -1.259 -0.208
C -3.247 -0.440 -0.109
C -0.465 -0.393 -0.138
N 2.935 -0.620 0.048
C 1.598 -0.402 -0.133
H -4.459 -0.546 0.389
H 3.204 -1.729 0.173
H -0.888 1.832 0.283
C -0.179 1.019 -0.044
C -1.969 -0.502 -0.107

Output
gap between HOMO and LUMO	8.384	eV
highest occupied orbital energy	-9.97	eV
energy above the lowest of the compared OMol25 structures with the same formula, charge and spin	544.2	kJ/mol
E	-9260.37306	eV